# C12H22Cl3NO9

5 unconnected molecules or ions with the total composition C12H22Cl3NO9 in a non-equilibrium geometry (ωB97M-V/def2-TZVPD, OMol25).

For the total energy, the calculation gives -2582.4814 Eh. For the HOMO energy (alpha / beta), the calculation gives -13.2 / -13.1 eV. As for the energy relative to the best compared isomer or geometry (same formula, charge and spin): 17.69 kJ/mol. As for the spin multiplicity: 2. The value obtained for the gap between HOMO and LUMO (alpha / beta) is 0.3223 / 0.0980 Eh. As for the total charge: +1.

Structure (XYZ):
```
47
Properties=species:S:1:pos:R:3:forces:R:3
C -0.08293 4.39826 -2.09750 0.06 -0.05 0.16
C -1.26517 4.23830 -2.94472 -0.57 -0.12 -0.65
N -2.17546 4.10040 -3.64957 0.88 -0.02 0.84
H 0.79476 4.65901 -2.68893 -0.16 0.10 -0.08
H 0.12816 3.47343 -1.56062 -0.08 0.02 -0.06
H -0.25261 5.14805 -1.32477 -0.04 0.03 -0.16
C 1.75317 2.78819 2.04242 -1.16 0.05 -0.72
O 0.38281 2.64817 2.57453 1.91 -1.25 2.21
C -0.66004 2.88625 1.83136 0.45 -0.26 0.45
O -0.52527 3.43173 0.78624 -1.06 0.99 -2.49
O -1.77042 2.42655 2.39848 1.51 -1.06 1.56
C -3.00579 2.77497 1.89058 -0.55 1.67 -2.59
H 2.01646 3.83981 1.92898 -0.13 -0.13 0.05
H 1.77958 2.27924 1.07890 -0.04 0.38 -0.19
H 2.48732 2.26205 2.65256 -0.62 0.19 0.59
H -3.07130 3.86300 1.89204 -0.69 0.11 0.85
H -3.86741 2.22783 2.27311 0.62 0.12 0.55
H -2.98197 2.66240 0.80666 -0.17 -0.66 -0.29
C 1.97623 -0.44368 1.06178 -2.85 -1.10 1.34
O 3.10648 -0.04731 0.41984 1.55 0.85 1.67
C 3.26882 -0.16630 -0.83985 -0.74 -0.85 -2.38
O 2.54619 -0.75091 -1.63915 -0.83 -0.19 0.22
O 4.32038 0.46432 -1.19900 1.88 1.23 -0.60
C 4.83184 0.41958 -2.55137 -0.42 -0.52 -0.46
H 1.13414 -0.55212 0.37823 -0.05 0.14 -0.11
H 1.70472 0.25535 1.85282 0.21 0.23 -0.30
H 2.02610 -1.39760 1.58681 0.65 -0.24 -0.31
H 5.64938 1.14050 -2.55045 -0.02 -0.49 -0.10
H 4.11889 0.63820 -3.34636 -0.52 0.76 0.53
H 5.06084 -0.60608 -2.84062 0.79 -0.01 0.56
C -1.85908 -5.31885 3.40744 0.29 0.85 -0.09
O -2.68873 -5.07964 2.25085 0.04 -0.64 -0.86
C -2.11201 -4.82519 1.07482 0.25 1.49 -2.15
O -0.94789 -4.53497 0.78988 -1.87 -0.95 1.15
O -3.12463 -4.74906 0.11112 0.77 -0.31 0.48
C -2.76437 -4.76599 -1.32198 -0.02 -0.76 1.33
H -1.20789 -4.44596 3.45345 0.43 -0.40 0.32
H -1.32810 -6.27008 3.37123 0.08 0.19 -0.40
H -2.48587 -5.33284 4.29910 -0.30 0.09 -0.41
H -2.39444 -3.80765 -1.68643 0.12 -0.10 0.28
H -3.66343 -5.03141 -1.87815 -0.15 0.21 0.40
H -2.06594 -5.58996 -1.46814 0.29 0.37 -0.14
C -0.44597 0.21954 -2.12984 -0.23 -0.15 0.11
Cl -0.75075 -1.58972 -1.60557 0.18 2.02 -0.42
Cl -1.83672 1.18687 -1.53376 0.48 -1.24 -0.72
Cl -0.12332 0.31374 -3.86273 -0.41 -0.13 1.56
H 0.37125 0.55958 -1.49373 0.22 -0.46 -0.55
```
Positions in Å, forces in eV/Å.

natural (NBO) population analysis, charges in e, atoms 1 to 6:
1. C -0.726
2. C 0.290
3. N -0.315
4. H 0.258
5. H 0.245
6. H 0.278

---

# C3H6O3P

2 unconnected molecules or ions with the total composition C3H6O3P in a non-equilibrium geometry (ωB97M-V/def2-TZVPD, OMol25).

For the total energy, the calculation gives -685.0297 Eh. For the HOMO energy, the calculation gives -4.6 eV. As for the energy relative to the best compared isomer or geometry (same formula, charge and spin): 212.64 kJ/mol. The value obtained for the gap between HOMO and LUMO is 0.3137 Eh. As for the total charge: -1.

Structure (XYZ):
```
13
Properties=species:S:1:pos:R:3:forces:R:3
C -1.15660 1.18710 1.68016 -2.01 -1.10 -0.48
C 0.60728 0.13978 -1.43602 -0.32 -0.34 -0.15
C 1.10715 -0.83487 -0.27987 -1.23 3.96 0.69
O -0.05258 0.64468 1.80551 1.65 -2.20 -0.43
O -1.46449 2.28304 2.09976 -0.89 1.72 0.27
O -1.56884 -1.60655 -0.09601 -0.50 0.04 -0.60
P -0.30557 -1.72243 0.65418 1.58 1.40 0.73
H -1.97679 0.52453 1.15598 0.85 0.95 0.50
H 0.08929 -0.47141 -2.23194 -0.25 0.71 1.08
H -0.04045 0.96311 -0.96204 0.90 -1.26 -1.12
H 1.44405 0.55800 -2.07435 -0.51 -0.05 1.25
H 1.67556 -0.08986 0.46434 -0.92 -2.37 -1.36
H 1.64199 -1.57512 -0.77970 1.65 -1.45 -0.38
```
Positions in Å, forces in eV/Å.

natural (NBO) population analysis, charges in e, atoms 1 to 6:
1. C 0.627
2. C -0.620
3. C -0.818
4. O -0.787
5. O -0.743
6. O -1.063

---

# C4H8O3

C4H8O3 in the gas phase in a non-equilibrium geometry (ωB97M-V/def2-TZVPD, OMol25).

For the total energy, the calculation gives -382.8473 Eh. For the HOMO energy, the calculation gives -9.9 eV. As for the energy relative to the best compared isomer or geometry (same formula, charge and spin): 308.59 kJ/mol. The value obtained for the gap between HOMO and LUMO is 0.3932 Eh. As for the total charge: 0.

Structure (XYZ):
```
15
Properties=species:S:1:pos:R:3:forces:R:3
C 1.41710 -0.61071 0.45282 0.20 -0.94 -1.09
C 0.47539 -1.07744 -0.91665 1.27 0.50 1.15
O -0.92748 -0.93718 -0.85619 -0.08 0.16 -0.18
C -1.19049 0.41977 -0.73631 0.41 0.06 -0.24
O -1.03097 1.21364 -1.62625 -0.54 -0.38 0.46
C -1.17762 0.65902 0.71395 0.65 -0.34 0.25
O -1.33406 1.97014 1.14591 0.12 0.19 -0.13
H 1.58538 0.34324 1.03518 -0.93 -0.43 -1.27
H 1.32785 -1.36207 1.24876 0.02 -0.08 -0.48
H 2.35591 -0.70209 -0.06780 0.78 -0.50 0.14
H 0.67004 -2.15148 -1.03333 0.11 0.45 0.12
H 0.83154 -0.51222 -1.78855 0.20 -0.21 0.32
H -1.78334 -0.03858 1.29846 -0.05 0.22 -0.23
H -0.08895 0.24337 0.73783 -2.10 1.31 1.10
H -1.13031 2.54259 0.39218 -0.05 0.00 0.10
```
Positions in Å, forces in eV/Å.

natural (NBO) population analysis, charges in e, atoms 1 to 6:
1. C -0.733
2. C -0.054
3. O -0.546
4. C 0.766
5. O -0.565
6. C -0.204

---

# C23H59F7NO13PS10

10 unconnected molecules or ions with the total composition C23H59F7NO13PS10 in a non-equilibrium geometry (ωB97M-V/def2-TZVPD, OMol25).

For the total energy, the calculation gives -6966.2403 Eh. For the HOMO energy, the calculation gives -8.4 eV. The value obtained for the gap between HOMO and LUMO is 0.2388 Eh. As for the total charge: 0.

Structure (XYZ):
```
114
Properties=species:S:1:pos:R:3:forces:R:3
N 2.86061 2.66200 2.06718 -0.60 -0.51 -1.50
C 1.72193 1.81792 1.49309 1.41 -1.09 -0.60
P 0.19368 2.99348 1.26884 1.66 0.93 1.20
C 0.72832 4.69134 0.47906 2.53 7.90 -3.84
O 0.67644 5.75269 1.33145 -0.19 -6.86 -3.84
O 1.19762 4.81294 -0.92777 -3.00 -2.14 8.42
S -1.20750 1.93536 -0.00186 2.91 -7.83 -5.52
O -0.43703 1.71266 -1.36171 -2.90 2.08 5.03
O -1.51788 0.52013 0.54499 -0.09 5.32 -0.42
C -2.71625 2.96464 -0.43364 -1.74 3.11 -3.37
F -3.65004 2.25428 -1.38413 3.26 2.15 3.80
F -2.19848 4.14118 -1.22784 -1.57 -3.85 2.83
C -3.50490 3.60724 0.85334 -1.92 2.71 -0.16
F -2.69880 4.54066 1.67855 -2.15 -3.21 -2.98
F -4.63053 4.43669 0.28098 3.79 -2.77 1.80
C -4.18254 2.51392 1.86980 -2.45 -0.38 2.34
F -3.43413 2.55464 3.17383 -2.49 -0.77 -4.66
F -5.56504 3.02972 2.19329 4.83 -2.12 -1.02
F -4.33726 1.14957 1.31497 0.85 5.09 2.22
H 3.18074 3.31412 1.30970 -0.28 -0.90 0.91
H 3.67659 2.03010 2.32332 -1.73 0.79 -0.26
H 1.44535 0.88514 2.15025 0.37 1.98 -1.06
H 1.98311 1.41878 0.42447 -0.90 0.76 1.73
H -0.49417 3.18425 2.54639 0.46 -0.12 -1.14
C -0.91371 10.70539 0.77903 0.13 0.05 0.00
S -2.05306 9.77081 1.82866 0.24 -0.06 0.39
O -1.55656 9.87895 3.24061 -0.15 -0.06 -0.70
C -1.58045 8.13743 1.21095 0.13 0.02 0.05
H -1.00862 11.76648 1.02133 -0.08 -0.18 0.05
H 0.11386 10.38315 0.96286 -0.12 -0.05 0.05
H -1.17386 10.55063 -0.27045 -0.04 -0.03 0.09
H -0.51173 7.97313 1.36849 -0.12 0.02 0.01
H -1.81893 8.06631 0.14751 -0.01 0.05 0.06
H -2.14736 7.38132 1.75925 0.04 0.20 -0.01
C 1.53673 0.79083 -4.94618 0.14 0.08 -0.01
S 1.34042 -0.67236 -3.90034 0.03 -0.14 -0.30
O 2.69096 -1.31159 -3.76161 -0.19 0.08 -0.13
C 0.40299 -1.64110 -5.10683 0.36 0.17 0.06
H 2.13346 1.52823 -4.40414 -0.11 -0.15 0.03
H 2.04890 0.52211 -5.87300 -0.03 -0.10 0.10
H 0.55505 1.21485 -5.16881 0.05 -0.08 0.10
H 0.98517 -1.76040 -6.02380 0.10 0.08 0.11
H -0.54170 -1.13796 -5.32416 0.20 -0.13 0.15
H 0.19761 -2.62488 -4.67820 0.00 0.30 -0.01
C 4.46414 -1.19524 5.53782 -0.05 -0.13 -0.07
S 4.32829 0.58959 5.27474 -0.17 0.02 -0.31
O 3.30092 0.81027 4.20346 0.59 -0.28 0.43
C 5.95725 0.79179 4.51420 -0.03 -0.04 -0.08
H 3.53032 -1.55412 5.97695 0.08 0.17 -0.04
H 4.63364 -1.70191 4.58489 -0.01 0.13 0.01
H 5.28805 -1.40138 6.22463 -0.06 0.08 -0.03
H 6.03475 0.16293 3.62396 -0.09 0.12 0.03
H 6.73246 0.52102 5.23431 -0.11 0.03 0.05
H 6.07979 1.83932 4.22888 -0.11 -0.15 0.03
C 9.56239 1.21525 1.28034 0.03 0.04 0.12
S 7.99242 0.89394 0.44057 -0.26 0.08 0.25
O 6.89307 1.37937 1.33924 0.52 -0.32 -0.20
C 8.06281 -0.90729 0.59366 -0.06 -0.06 0.07
H 9.71229 2.29604 1.33584 -0.13 -0.14 -0.08
H 9.53743 0.80142 2.29110 -0.08 0.00 -0.08
H 10.37950 0.76681 0.71089 -0.11 0.02 -0.01
H 8.12987 -1.19053 1.64688 0.00 0.11 -0.05
H 8.92864 -1.28658 0.04657 -0.06 0.08 0.01
H 7.15117 -1.32839 0.16318 0.10 0.17 0.02
C 5.43673 -3.72343 -3.56140 -0.03 -0.01 -0.06
S 5.24042 -5.18663 -2.51556 0.45 -0.04 -0.18
O 6.59096 -5.82586 -2.37682 -0.59 0.24 -0.13
C 4.30299 -6.15537 -3.72205 -0.01 -0.10 -0.09
H 6.03346 -2.98604 -3.01935 -0.11 -0.18 0.02
H 5.94890 -3.99216 -4.48821 0.00 -0.11 0.12
H 4.45505 -3.29942 -3.78403 0.01 0.05 0.10
H 4.88517 -6.27467 -4.63902 0.03 0.06 0.12
H 3.35830 -5.65223 -3.93937 0.08 0.03 0.06
H 4.09761 -7.13915 -3.29341 0.09 0.17 0.04
C -4.91422 4.06572 7.55599 0.09 -0.07 0.04
S -6.62453 4.15382 6.97258 -0.23 -0.44 0.26
O -7.40625 3.10540 7.70848 0.51 0.46 -0.43
C -6.28989 3.51602 5.31304 0.02 -0.09 -0.04
H -4.88592 4.38658 8.59997 -0.13 -0.02 -0.16
H -4.54660 3.03953 7.48315 -0.12 0.04 -0.02
H -4.28939 4.73199 6.95706 -0.10 -0.01 0.02
H -5.83779 2.52338 5.37827 -0.05 0.08 0.09
H -5.62037 4.20016 4.78719 -0.06 0.00 0.08
H -7.23546 3.44785 4.76991 0.08 0.06 0.17
C -0.66919 -2.61413 1.28344 -0.03 0.06 -0.11
S 0.42894 -2.14243 2.64170 0.05 0.10 -0.19
O 1.23449 -0.96312 2.18112 -0.30 -0.78 0.04
C 1.49398 -3.60107 2.53728 0.16 0.04 -0.07
H -1.40551 -1.81989 1.13967 0.19 -0.05 0.11
H -0.09297 -2.74352 0.36434 0.04 0.06 0.11
H -1.18546 -3.54268 1.53700 0.08 0.05 0.09
H 1.93735 -3.66956 1.54092 -0.07 0.09 0.06
H 0.90732 -4.49739 2.75004 -0.03 0.12 0.01
H 2.28860 -3.50494 3.28096 -0.16 0.09 -0.06
C -3.97873 -4.43985 -6.01281 -0.02 -0.01 -0.08
S -3.55429 -2.93468 -5.10309 0.10 -0.26 -0.01
O -2.08539 -2.69298 -5.29213 -0.81 -0.36 0.09
C -3.77982 -3.64242 -3.45352 0.04 0.00 0.10
H -3.86985 -4.24247 -7.08185 0.06 0.12 0.17
H -3.30767 -5.25252 -5.72511 0.00 0.13 0.05
H -5.01430 -4.71488 -5.80070 0.07 0.04 0.10
H -3.12068 -4.50413 -3.32322 -0.02 0.08 -0.12
H -4.82178 -3.94333 -3.32474 0.04 -0.01 -0.13
H -3.52994 -2.88041 -2.71147 0.01 0.00 -0.20
C -8.46919 -7.55787 -5.21161 0.01 0.05 -0.12
S -7.37106 -7.08617 -3.85335 0.17 0.18 -0.19
O -6.56551 -5.90686 -4.31393 -0.23 -0.51 0.06
C -6.30602 -8.54481 -3.95777 0.12 0.00 -0.07
H -9.20551 -6.76363 -5.35538 0.16 -0.06 0.12
H -7.89297 -7.68726 -6.13071 0.03 0.04 0.12
H -8.98546 -8.48642 -4.95805 0.06 0.08 0.06
H -5.86265 -8.61330 -4.95413 -0.08 0.08 0.06
H -6.89268 -9.44113 -3.74501 -0.01 0.11 0.01
H -5.51140 -8.44868 -3.21409 -0.17 0.09 -0.06
```
Positions in Å, forces in eV/Å.

Mulliken population analysis, charges in e, atoms 1 to 6:
1. N -0.582
2. C -0.058
3. P 0.010
4. C 0.639
5. O -0.580
6. O -0.592

---

> The highest total charge belongs to which entry?

C12H22Cl3NO9

---

> The lowest total charge belongs to which entry?

C3H6O3P

---

Please write out number 2 again, unchanged.
# C3H6O3P

2 unconnected molecules or ions with the total composition C3H6O3P in a non-equilibrium geometry (ωB97M-V/def2-TZVPD, OMol25).

For the total energy, the calculation gives -685.0297 Eh. For the HOMO energy, the calculation gives -4.6 eV. As for the energy relative to the best compared isomer or geometry (same formula, charge and spin): 212.64 kJ/mol. The value obtained for the gap between HOMO and LUMO is 0.3137 Eh. As for the total charge: -1.

Structure (XYZ):
```
13
Properties=species:S:1:pos:R:3:forces:R:3
C -1.15660 1.18710 1.68016 -2.01 -1.10 -0.48
C 0.60728 0.13978 -1.43602 -0.32 -0.34 -0.15
C 1.10715 -0.83487 -0.27987 -1.23 3.96 0.69
O -0.05258 0.64468 1.80551 1.65 -2.20 -0.43
O -1.46449 2.28304 2.09976 -0.89 1.72 0.27
O -1.56884 -1.60655 -0.09601 -0.50 0.04 -0.60
P -0.30557 -1.72243 0.65418 1.58 1.40 0.73
H -1.97679 0.52453 1.15598 0.85 0.95 0.50
H 0.08929 -0.47141 -2.23194 -0.25 0.71 1.08
H -0.04045 0.96311 -0.96204 0.90 -1.26 -1.12
H 1.44405 0.55800 -2.07435 -0.51 -0.05 1.25
H 1.67556 -0.08986 0.46434 -0.92 -2.37 -1.36
H 1.64199 -1.57512 -0.77970 1.65 -1.45 -0.38
```
Positions in Å, forces in eV/Å.

natural (NBO) population analysis, charges in e, atoms 1 to 6:
1. C 0.627
2. C -0.620
3. C -0.818
4. O -0.787
5. O -0.743
6. O -1.063